*i*
{"formula": "C5H9N2O", "method": "the ωB97M-V functional and the def2-TZVPD basis", "orbital_gap_ev": [7.6, 7.3], "e_homo_ev": [-15.078, -15.013], "total_charge": 1, "smiles": "CC(C)/C=N/C=[N+]=O", "multiplicity": 1, "lumo_ev": [-7.49, -7.68], "species": ["C", "H", "H", "H", "N", "H", "C", "O", "C", "C", "H", "H", "C", "N", "H", "H", "H"], "positions_angstrom": [[-3.820, -1.086, -0.389], [-0.089, -1.166, 1.386], [-4.183, -1.911, -1.011], [1.231, 1.320, -1.267], [-2.451, -0.819, -0.422], [0.936, 0.370, 1.355], [-0.138, -0.167, -0.416], [-4.453, 0.979, 0.529], [0.187, 1.297, -1.015], [-1.619, 0.085, -0.099], [1.543, -1.104, 0.647], [-0.313, 1.539, -1.952], [0.656, -0.469, 0.817], [-4.440, -0.074, 0.024], [-1.790, 0.949, 0.507], [0.003, 2.070, -0.206], [-0.124, -0.936, -1.269]], "lowdin_charge": [-0.0398, 0.1241, 0.1715, 0.0765, 0.1704, 0.0594, -0.3499, 0.2602, -0.0465, -0.0579, 0.1037, 0.0813, -0.0515, 0.0844, 0.1406, 0.1048, 0.1687]}

***

*ii*
{"formula": "C5H9N2O", "method": "the ωB97M-V functional and the def2-TZVPD basis", "orbital_gap_ev": 11.1, "e_homo_ev": -14.126, "total_charge": 1, "multiplicity": 1, "lumo_ev": -2.99, "species": ["H", "C", "C", "N", "H", "N", "H", "O", "H", "H", "H", "H", "C", "C", "C", "H", "H"], "positions_angstrom": [[2.424, 0.518, -1.399], [2.304, -0.442, -0.776], [1.168, -1.013, -0.014], [-0.019, 1.138, -0.193], [3.184, -1.031, -0.966], [-4.532, -0.208, -0.044], [2.811, -0.339, 1.516], [-2.288, 0.299, -0.263], [0.061, 0.838, -1.160], [-0.965, 1.051, 0.100], [0.231, -0.018, 1.726], [0.853, -1.984, 0.084], [-3.358, -0.135, -0.170], [2.222, -0.204, 0.693], [0.829, 0.216, 0.734], [-5.235, -0.771, 0.195], [0.310, 2.086, -0.064]], "lowdin_charge": [0.1405, -0.0664, -0.1084, 0.2190, 0.1104, 0.3007, 0.1202, 0.1238, 0.1573, 0.0494, 0.2013, 0.1177, -0.3256, -0.0940, -0.1705, 0.0583, 0.1662]}

***

Most favorable first, least favorable last: *ii*, *i*

***

*i*
{"formula": "C5H9N2O", "method": "the ωB97M-V functional and the def2-TZVPD basis", "orbital_gap_ev": [9.7, 9.7], "e_homo_ev": [-14.033, -14.034], "total_charge": 1, "multiplicity": 1, "lumo_ev": [-4.32, -4.32], "species": ["C", "C", "C", "H", "O", "H", "C", "C", "H", "H", "H", "H", "N", "H", "N", "H", "H"], "positions_angstrom": [[0.465, 0.614, -1.949], [-0.703, 1.209, 0.246], [-0.958, -0.618, -1.392], [-1.356, -1.113, 1.446], [-0.646, -0.147, -2.573], [-1.270, 1.990, -0.263], [-0.770, -1.708, 0.696], [0.609, -0.880, 0.363], [0.092, 1.584, 0.955], [-0.492, -2.680, 1.036], [0.201, 1.751, -2.082], [1.024, -0.473, 1.220], [-1.476, -1.825, -0.605], [1.355, -1.345, -0.233], [-0.040, 0.157, -0.536], [1.503, 0.289, -2.271], [-1.435, 0.739, 0.924]], "lowdin_charge": [0.0752, 0.0206, -0.2138, 0.1181, 0.1239, 0.1244, -0.1487, 0.0041, 0.1406, 0.1108, 0.1863, 0.1034, 0.1416, 0.1272, -0.1970, 0.1768, 0.1066]}

***

*ii*
{"formula": "C5H9N2O", "method": "the ωB97M-V functional and the def2-TZVPD basis", "orbital_gap_ev": 11.2, "e_homo_ev": -14.656, "total_charge": 1, "multiplicity": 1, "lumo_ev": -3.44, "species": ["C", "H", "H", "C", "N", "C", "C", "H", "H", "C", "H", "H", "H", "H", "H", "N", "O"], "positions_angstrom": [[0.912, 0.838, 1.235], [-1.521, -1.942, 0.707], [1.890, -0.804, 2.603], [-0.717, -0.688, -1.060], [2.171, 0.725, 0.964], [1.563, -0.440, 1.582], [-1.373, -0.914, 0.314], [-0.252, 0.994, -2.320], [-0.311, -1.442, -1.792], [-1.041, 0.686, -1.715], [0.242, 1.731, 1.324], [2.887, 1.037, 0.343], [-1.864, 0.699, -2.526], [-2.126, -0.195, 0.514], [-1.318, 1.442, -0.951], [-0.046, -0.424, 0.152], [0.903, -1.303, 0.626]], "lowdin_charge": [0.0122, 0.1530, 0.1957, -0.1904, 0.1964, -0.1020, 0.0180, 0.0478, 0.1821, -0.0276, 0.1804, 0.1711, 0.1228, 0.1132, 0.0880, -0.1718, 0.0109]}

***

Most favorable first, least favorable last: *i*, *ii*

***

*i*
{"formula": "C5H18N2O4", "method": "the ωB97M-V functional and the def2-TZVPD basis", "orbital_gap_ev": 9.1, "e_homo_ev": -9.009, "smiles": "CNCCN(C)C=O.O.O.O", "multiplicity": 1, "lumo_ev": 0.10, "species": ["H", "C", "H", "C", "H", "O", "H", "C", "H", "H", "C", "H", "H", "O", "H", "N", "H", "H", "H", "H", "H", "H", "N", "H", "O", "H", "O", "C", "H"], "positions_angstrom": [[2.449, 1.068, 0.032], [1.713, -0.328, 1.542], [3.420, -0.162, 0.285], [0.761, -0.050, -1.639], [1.113, 0.716, -2.342], [-1.791, -1.926, -1.003], [0.187, 0.565, -0.943], [2.334, -0.004, 0.218], [-2.029, -0.237, -1.621], [-0.445, 3.032, -1.507], [-0.236, 1.163, 1.760], [-2.240, -2.477, -1.665], [2.182, 0.262, 2.336], [-2.593, 0.558, -1.712], [-1.217, 1.207, 2.228], [0.248, -0.200, 1.610], [-3.374, 0.210, -1.264], [0.240, -0.790, -2.237], [-0.336, 1.643, 0.795], [1.865, -1.348, 1.887], [-1.728, 2.091, -1.342], [1.598, -1.624, -0.724], [1.912, -0.700, -0.989], [-1.116, -2.572, -0.752], [-0.003, -2.348, 2.335], [-1.557, -1.219, 1.742], [-1.370, 2.996, -1.249], [-0.485, -1.303, 1.943], [0.498, 1.775, 2.275]], "lowdin_charge": [0.1193, -0.1554, 0.1136, -0.1337, 0.0797, -0.0568, 0.0414, -0.2403, -0.0023, 0.0218, -0.0369, 0.0778, 0.1259, -0.0644, 0.0958, -0.1336, 0.0592, 0.0724, 0.0517, 0.1111, -0.0214, 0.0911, -0.0931, 0.0659, 0.0093, 0.1308, -0.0844, -0.3347, 0.0904]}

***

*ii*
{"formula": "C5H18N2O4", "method": "the ωB97M-V functional and the def2-TZVPD basis", "orbital_gap_ev": 9.4, "e_homo_ev": -8.815, "smiles": "CCN[C@@H](C)C(N)=O.O.O.O", "multiplicity": 1, "lumo_ev": 0.56, "species": ["H", "H", "H", "C", "H", "H", "N", "H", "O", "H", "H", "C", "H", "C", "C", "H", "O", "H", "H", "H", "O", "H", "N", "O", "H", "H", "H", "H", "C"], "positions_angstrom": [[-1.273, -1.501, 2.383], [2.547, -1.823, -0.492], [-1.294, 2.367, 0.228], [-2.251, 0.021, -0.101], [2.708, 2.307, -0.494], [-1.464, -1.957, -0.008], [-2.660, 0.228, -1.410], [0.413, -1.363, 1.672], [1.192, 1.463, 2.329], [-0.599, -0.062, 2.392], [0.213, -2.678, -1.159], [2.092, -1.753, -1.497], [1.727, 1.586, -1.257], [0.611, -1.686, -1.379], [-0.657, -0.904, 1.697], [0.742, -0.037, -0.108], [-0.802, 2.920, 0.842], [2.417, -2.660, -1.999], [2.425, -0.883, -2.007], [0.248, -1.443, -2.385], [-2.881, 0.610, 0.763], [-3.292, 1.000, -1.405], [0.042, -0.594, -0.591], [2.610, 1.429, -0.889], [1.086, 1.732, 3.243], [-1.280, 2.963, 1.676], [0.459, 1.733, 1.760], [-1.956, -0.048, -2.069], [-1.126, -0.966, 0.265]], "lowdin_charge": [0.0768, 0.0902, 0.0245, -0.4893, 0.0474, 0.1393, 0.1632, 0.1231, -0.0748, 0.0603, 0.1109, -0.0989, 0.0322, -0.3053, -0.0638, 0.0825, -0.0446, 0.0768, 0.0503, 0.0999, 0.0293, 0.1005, -0.0472, -0.0620, 0.0395, 0.0595, -0.0196, 0.0857, -0.2864]}

***

Most favorable first, least favorable last: *ii*, *i*

***

*i*
{"formula": "C2H5N", "method": "the ωB97M-V functional and the def2-TZVPD basis", "orbital_gap_ev": 10.8, "e_homo_ev": -9.600, "smiles": "[H]/N=C/C", "multiplicity": 1, "lumo_ev": 1.16, "species": ["H", "H", "H", "H", "H", "C", "C", "N"], "positions_angstrom": [[0.857, -1.485, 0.048], [-0.599, 1.366, -0.176], [1.525, 0.001, -0.670], [0.992, -0.005, 1.021], [-2.484, 0.338, 0.118], [-0.610, 0.225, -0.051], [0.756, -0.351, 0.013], [-1.714, -0.302, 0.029]], "lowdin_charge": [0.0973, 0.1217, 0.0663, 0.0722, 0.0426, -0.3745, -0.0988, 0.0731]}

***

*ii*
{"formula": "C2H5N", "method": "the ωB97M-V functional and the def2-TZVPD basis", "orbital_gap_ev": 10.0, "e_homo_ev": -9.040, "multiplicity": 1, "lumo_ev": 0.98, "species": ["N", "C", "H", "H", "H", "H", "C", "H"], "positions_angstrom": [[1.241, -0.352, 0.503], [-0.252, -0.532, 0.252], [-0.407, -1.536, 0.589], [-0.177, 1.008, -1.057], [0.919, -0.350, -0.501], [1.401, 0.590, 0.821], [-0.872, 0.431, -0.467], [-1.853, 0.742, -0.140]], "lowdin_charge": [-0.0117, -0.2530, 0.0946, 0.0541, 0.0301, 0.0424, -0.0109, 0.0544]}

***

Most favorable first, least favorable last: *i*, *ii*

***

*i*
{"formula": "C2H5N", "method": "the ωB97M-V functional and the def2-TZVPD basis", "orbital_gap_ev": 10.6, "e_homo_ev": -9.367, "smiles": "C=NC", "multiplicity": 1, "lumo_ev": 1.20, "species": ["H", "C", "H", "C", "H", "H", "N", "H"], "positions_angstrom": [[-1.407, -0.536, 0.993], [1.388, 0.013, 0.009], [2.326, -0.546, 0.214], [-0.923, -0.332, -0.013], [-0.910, 0.847, 0.158], [-1.424, -0.627, -0.798], [0.459, -0.794, -0.026], [1.477, 1.054, -0.101]], "lowdin_charge": [0.0946, -0.1050, 0.0749, -0.1313, 0.1045, 0.0014, -0.0939, 0.0547]}

***

*ii*
{"formula": "C2H5N", "method": "the ωB97M-V functional and the def2-TZVPD basis", "orbital_gap_ev": 10.8, "e_homo_ev": -9.563, "smiles": "C=NC", "multiplicity": 1, "lumo_ev": 1.25, "species": ["C", "H", "C", "H", "H", "H", "H", "N"], "positions_angstrom": [[-0.002, 0.944, 0.214], [-0.275, 0.894, 1.231], [0.277, -1.125, -0.866], [-0.774, -1.142, -1.223], [0.982, -1.927, -1.199], [0.440, 1.898, 0.134], [-0.833, 0.939, -0.495], [0.796, -0.167, -0.159]], "lowdin_charge": [-0.1679, 0.0659, -0.0634, 0.0710, 0.0703, 0.0588, 0.0696, -0.1044]}

***

*iii*
{"formula": "C2H5N", "method": "the ωB97M-V functional and the def2-TZVPD basis", "orbital_gap_ev": 11.2, "e_homo_ev": -10.062, "smiles": "C#C.N", "multiplicity": 1, "lumo_ev": 1.10, "species": ["H", "C", "N", "H", "H", "H", "H", "C"], "positions_angstrom": [[2.420, -0.470, -0.595], [-1.374, 0.508, -0.063], [1.528, -0.138, -0.125], [-3.006, -1.021, -0.108], [1.577, 0.827, 0.279], [-0.588, 1.239, -0.122], [1.648, -0.632, 0.779], [-2.206, -0.313, -0.046]], "lowdin_charge": [0.0380, -0.0466, -0.0330, 0.0187, 0.0185, 0.0081, 0.0162, -0.0199]}

***

Most favorable first, least favorable last: *ii*, *i*, *iii*

***

*i*
{"formula": "C6H16", "method": "the ωB97M-V functional and the def2-TZVPD basis", "orbital_gap_ev": 11.8, "e_homo_ev": -10.794, "smiles": "CC(C)C.CC", "multiplicity": 1, "lumo_ev": 1.04, "species": ["H", "H", "H", "H", "H", "H", "C", "C", "C", "C", "H", "C", "H", "H", "H", "H", "H", "H", "H", "H", "H", "C"], "positions_angstrom": [[-0.543, -0.777, -0.110], [-1.432, -0.939, 2.019], [-0.051, -0.691, 3.006], [-0.848, 0.970, -0.609], [0.792, 0.398, -0.502], [-1.459, -0.911, -3.373], [-0.125, 0.849, 1.524], [0.673, -0.982, -2.755], [-0.854, -0.803, -2.523], [-0.196, 0.383, 0.033], [0.745, -1.279, -3.846], [-0.836, -0.114, 2.450], [-1.265, -1.554, -1.833], [-0.560, 1.843, 1.607], [1.184, -0.154, -2.469], [2.183, 0.350, 1.857], [1.102, -1.895, -2.210], [1.176, 1.366, 3.096], [1.555, 2.078, 1.474], [-1.020, 0.246, -2.099], [-1.493, 0.401, 3.203], [1.272, 1.216, 2.057]], "lowdin_charge": [0.1150, 0.0673, 0.0810, 0.0454, 0.0694, 0.0343, -0.4880, -0.1555, -0.1901, -0.0911, 0.0794, -0.1097, 0.0602, 0.1135, -0.0016, 0.1479, 0.0924, 0.0424, 0.0569, 0.0549, 0.0860, -0.1101]}

***

*ii*
{"formula": "C6H16", "method": "the ωB97M-V functional and the def2-TZVPD basis", "orbital_gap_ev": 11.8, "e_homo_ev": -10.632, "smiles": "CCC.CCC", "multiplicity": 1, "lumo_ev": 1.14, "species": ["C", "H", "H", "C", "H", "H", "H", "H", "H", "H", "H", "C", "H", "H", "C", "H", "H", "H", "H", "C", "C", "H"], "positions_angstrom": [[-0.319, 0.389, 2.272], [-0.686, -1.826, -0.166], [2.233, -0.599, -2.144], [0.038, 2.490, 0.925], [0.014, 1.925, -0.026], [1.075, 2.814, 1.143], [-1.519, -1.956, -1.763], [1.125, -0.238, -0.704], [1.243, -2.806, -2.136], [0.752, 0.334, -2.279], [-0.663, -3.396, -1.060], [1.174, -0.538, -1.784], [0.161, -1.804, -3.179], [0.767, 0.215, 2.163], [-0.663, -2.285, -1.159], [-0.600, 0.061, 3.280], [-0.422, 3.435, 0.581], [-0.803, -0.373, 1.644], [-1.897, 1.763, 1.674], [-0.828, 1.817, 1.986], [0.443, -1.876, -2.123], [-0.625, 2.455, 2.855]], "lowdin_charge": [-0.1338, 0.0468, 0.0726, -0.1539, 0.0561, 0.0806, 0.0689, 0.0563, 0.1358, 0.0517, 0.0756, -0.1321, 0.0852, 0.0746, -0.1337, 0.0619, 0.0647, 0.0460, 0.1135, -0.3024, -0.3294, 0.0952]}

***

*iii*
{"formula": "C6H16", "method": "the ωB97M-V functional and the def2-TZVPD basis", "orbital_gap_ev": 12.0, "e_homo_ev": -10.910, "smiles": "CC(C)C.CC", "multiplicity": 1, "lumo_ev": 1.10, "species": ["C", "H", "C", "H", "H", "H", "H", "H", "H", "C", "H", "H", "H", "C", "H", "H", "H", "H", "C", "C", "H", "H"], "positions_angstrom": [[0.411, 2.108, 0.495], [-0.677, 2.284, 0.539], [0.954, 1.252, -0.641], [-2.194, -1.749, 0.575], [-0.711, -0.221, -0.212], [1.285, 1.471, -2.789], [-0.407, 0.095, -1.819], [0.463, 2.922, -2.089], [0.802, -0.908, -0.960], [1.154, 2.108, -1.917], [-0.344, -1.522, 2.046], [0.731, 3.150, 0.521], [2.150, 2.523, -1.708], [0.131, -0.062, -0.874], [-2.120, -3.565, 0.619], [1.916, 0.853, -0.344], [-0.172, -3.372, 2.183], [0.685, 1.663, 1.448], [-0.490, -2.506, 1.607], [-1.958, -2.643, 1.166], [-2.600, -2.520, 2.031], [0.214, -2.524, 0.765]], "lowdin_charge": [-0.1039, 0.0807, -0.4570, 0.0472, 0.0430, 0.0678, 0.0722, 0.0713, 0.0667, -0.0853, 0.0593, 0.0679, 0.0753, -0.0716, 0.0625, 0.1102, 0.0585, 0.0688, -0.1780, -0.1592, 0.0572, 0.0464]}

***

*iv*
{"formula": "C6H16", "method": "the ωB97M-V functional and the def2-TZVPD basis", "orbital_gap_ev": 11.8, "e_homo_ev": -10.750, "smiles": "CC(C)C.CC", "multiplicity": 1, "lumo_ev": 1.06, "species": ["H", "C", "H", "H", "H", "C", "H", "H", "H", "C", "H", "H", "C", "H", "H", "C", "H", "H", "C", "H", "H", "H"], "positions_angstrom": [[-2.295, -0.769, 0.184], [0.834, -0.916, -1.201], [-0.758, -1.549, 0.700], [1.300, -0.739, -0.238], [-1.769, -2.272, -0.556], [-0.615, -0.429, -1.095], [-1.046, -0.248, -3.286], [1.410, -0.518, -2.038], [0.954, 2.256, 0.853], [1.487, 1.896, 1.729], [-1.885, 0.976, -2.336], [1.433, 2.697, 2.465], [0.929, 0.613, 2.350], [1.676, 0.061, 2.921], [0.533, -0.045, 1.584], [-1.416, -1.325, -0.137], [0.876, -1.997, -1.382], [-2.387, -0.629, -2.212], [-1.473, -0.032, -2.307], [0.193, 0.769, 3.141], [-0.471, 0.486, -0.493], [2.494, 1.715, 1.354]], "lowdin_charge": [0.0789, -0.0819, 0.0593, 0.0521, 0.0797, -0.4742, 0.0701, 0.0744, 0.0522, -0.1577, 0.0696, 0.0607, -0.1606, 0.0652, 0.0135, -0.0994, 0.0766, 0.0620, -0.0728, 0.0656, 0.1037, 0.0629]}

***

Most favorable first, least favorable last: *iv*, *iii*, *ii*, *i*